[1]
Molecular formula: C25H33CaN7O3PS3Te
Method: DFT, ωB97M-V/def2-TZVPD

Output
relative energy (zero: lowest compared OMol25 entry of this formula, charge and spin)	0.00	kJ/mol
LUMO energy	0.79	eV
DFT total energy	-4063.2246	hartree
Kohn-Sham gap	5.73	eV
multiplicity	1
charge	-1

XYZ file:
```
74
Properties=species:S:1:pos:R:3:forces:R:3
Ca -5.854299 -21.751448 2.178262 -0.5 0.1 0.0
S -6.629244 -19.217895 3.570582 0.2 0.2 0.4
C -5.450540 -19.263355 4.885045 -1.8 1.6 0.4
N -5.411669 -18.451283 5.970910 -1.0 -2.5 -0.7
N -6.530094 -17.770804 6.184590 0.1 0.8 -0.7
C -6.951284 -17.370375 7.424497 -0.4 1.1 1.5
C -8.180213 -16.674990 7.540324 0.5 -0.6 -0.1
C -8.686861 -16.298162 8.776415 -0.3 -0.1 -0.3
C -8.001573 -16.561570 9.940836 1.6 -0.7 0.5
C -6.734153 -17.203477 9.861017 -0.5 0.4 -0.4
C -6.219361 -17.588957 8.607350 0.1 -0.2 0.5
N -4.505904 -20.200888 4.983369 2.0 -1.5 -2.9
N -4.293457 -20.986208 3.941714 -1.3 2.1 2.2
C -3.107767 -21.667439 4.094688 2.9 -1.3 2.1
C -2.533560 -22.492944 3.103627 -1.4 1.0 0.1
C -1.313248 -23.104568 3.315606 0.0 0.4 0.4
C -0.606720 -22.897821 4.502056 0.6 -0.8 -0.6
C -1.099994 -22.044298 5.485747 -0.3 -0.2 0.4
C -2.348778 -21.482780 5.326686 -0.7 0.7 -1.4
H -7.099963 -17.495416 5.393463 -0.2 -0.5 -0.2
H -8.769025 -16.536006 6.648290 -0.1 0.2 -0.2
H -9.673892 -15.849169 8.847133 0.1 0.1 -0.2
H -8.397280 -16.319850 10.924602 0.0 0.1 -0.3
H -6.164579 -17.369186 10.797601 -0.3 0.0 -0.8
H -5.259225 -18.100565 8.517076 -0.3 0.2 0.1
H -3.022559 -22.570063 2.122170 0.2 -0.1 0.4
H -0.931161 -23.653918 2.475805 0.4 -0.3 0.0
H 0.351536 -23.436122 4.627398 -0.6 0.6 0.0
H -0.528493 -21.840835 6.403984 -0.3 -0.2 -0.5
H -2.784289 -20.734799 6.006011 0.6 -0.8 -0.1
C -8.549636 -23.678462 6.535282 -0.1 0.3 0.0
Te -8.287447 -21.795424 5.516013 -0.1 -0.2 -0.1
C -10.044123 -21.860444 4.244794 0.8 -1.0 0.8
H -8.990671 -24.445204 5.907019 0.2 0.0 -0.3
H -9.203939 -23.550933 7.392692 0.1 0.1 0.2
H -7.534916 -23.952638 6.840054 -0.3 -0.1 0.0
H -10.928738 -21.873123 4.887495 0.1 0.2 -0.5
H -9.953280 -22.738078 3.607457 -0.2 -0.1 0.2
H -9.900781 -21.012222 3.615838 -0.4 0.9 -0.3
N -5.212067 -20.031523 -1.439972 -0.3 0.0 -0.3
C -4.308010 -20.722588 -0.699462 1.1 -0.3 -0.1
O -4.583542 -21.095830 0.475401 -0.2 0.2 -0.1
C -3.014540 -20.980804 -1.283820 -0.1 0.3 0.9
C -2.685708 -20.617722 -2.598053 -0.4 -0.2 -0.8
N -2.475238 -20.428310 -3.721533 0.0 0.3 0.2
C -1.889464 -21.389386 -0.503820 0.0 -0.4 0.1
N -0.918756 -21.739795 0.027548 -0.6 0.2 -0.1
H -5.033964 -19.920772 -2.430758 -0.1 0.1 0.3
H -6.150129 -19.857624 -1.095936 0.5 -0.3 -0.1
C -9.379999 -27.862654 0.495784 0.4 0.5 -0.2
C -9.069954 -27.071282 1.764544 -0.2 0.6 -0.1
C -7.988435 -27.689821 2.629864 -0.1 -0.4 0.5
O -8.756793 -25.671660 1.401708 -0.3 -0.6 0.1
P -7.332805 -25.004061 1.197195 0.6 1.6 0.0
S -7.514758 -23.287578 0.202113 -0.6 0.0 -0.4
S -6.373350 -24.455236 2.880336 0.0 -0.9 0.5
O -6.615154 -26.150910 0.362200 0.8 -0.4 -0.6
C -5.186954 -26.211874 -0.107567 -1.0 0.5 0.5
C -4.704405 -24.864239 -0.622500 0.3 0.6 -0.2
C -4.361154 -26.763207 1.032087 0.3 0.0 0.6
H -9.505014 -28.925669 0.724001 0.0 0.1 0.0
H -8.536484 -27.716790 -0.193141 -0.2 -0.3 0.1
H -10.285129 -27.474707 0.012397 0.2 -0.1 0.1
H -10.008227 -26.965110 2.330660 0.4 0.0 0.0
H -7.090547 -27.923169 2.026472 -0.5 0.1 0.4
H -8.428037 -28.632391 3.040087 0.5 0.6 -0.2
H -7.707933 -27.015576 3.472334 -0.2 -0.5 -0.6
H -5.224656 -26.946061 -0.922039 -0.1 0.2 0.1
H -4.695377 -24.104242 0.193562 0.3 -0.6 -0.5
H -5.348829 -24.420823 -1.410560 0.3 -0.6 0.4
H -3.678545 -24.986824 -1.044534 -0.6 0.1 0.4
H -4.424921 -26.134782 1.951199 0.1 -0.3 -0.8
H -3.317937 -26.815647 0.684671 -0.2 -0.1 0.3
H -4.703260 -27.771121 1.324825 0.2 0.3 -0.3
```
Positions in Å, forces in eV/Å.

***

[2]
Molecular formula: C25H33FeN2O
Method: DFT, ωB97M-V/def2-TZVPD

Output
LUMO energy (alpha / beta)	2.62 / 2.62	eV
DFT total energy	-2420.6508	hartree
Kohn-Sham gap (alpha / beta)	3.46 / 5.27	eV
<S²>	6.130
multiplicity	5
charge	-1

XYZ file:
```
62
Properties=species:S:1:pos:R:3:forces:R:3
C 4.360221 -4.292509 2.550644 -0.5 0.8 0.6
O 3.790741 -3.255390 3.383748 0.8 -0.9 -0.2
C 2.639226 -2.661998 2.975579 -1.0 0.5 -0.6
C 2.076292 -1.686542 3.842767 0.7 -0.8 -0.4
C 0.954705 -0.996113 3.469554 -0.4 0.0 -0.6
C 0.313973 -1.244720 2.211634 0.6 -0.2 0.1
C -0.721311 -0.409371 1.749386 -1.0 -0.2 0.4
C -1.719396 -0.825481 0.788400 0.5 -1.0 -1.4
C -2.728116 -1.889911 0.890484 1.9 -1.2 -0.1
C -3.438522 -1.977570 -0.356080 1.0 -1.4 -0.8
C -2.914743 -0.956484 -1.248179 1.2 -1.2 -0.8
C -1.890704 -0.229043 -0.540597 1.5 -1.0 -0.6
Fe -3.586755 -0.172191 0.432469 0.2 -0.1 0.1
C -4.215718 1.677696 0.143680 -1.3 1.3 0.8
C -3.716733 1.486520 1.497152 -1.4 1.1 0.6
C -4.471881 0.400542 2.102936 -1.3 1.3 0.6
C -5.437015 -0.074892 1.125579 -1.2 1.3 0.6
C -5.280380 0.715362 -0.082147 -1.2 1.3 0.6
C 0.864569 -2.275296 1.381357 -0.5 0.4 0.2
C 2.011236 -2.950146 1.737117 0.6 0.0 0.9
H 5.253118 -4.601992 3.092578 -0.1 -0.1 -0.2
H 3.667708 -5.139628 2.439810 0.1 0.2 0.0
H 4.631067 -3.903758 1.558725 -0.1 -0.1 0.2
H 2.572332 -1.504811 4.794382 -0.1 0.0 -0.1
H 0.522980 -0.240485 4.127850 0.1 -0.2 -0.2
H -0.904681 0.535268 2.270751 0.3 -0.1 0.0
H -2.823488 -2.535309 1.763284 -0.2 0.2 -0.3
H -4.188746 -2.725191 -0.613495 0.2 0.3 0.1
H -3.191838 -0.804782 -2.290302 0.0 0.0 0.4
H -1.209742 0.537580 -0.904168 -0.6 -0.2 0.1
H -3.917138 2.470804 -0.537344 0.0 -0.3 0.1
H -2.990594 2.119015 1.999265 0.0 -0.2 -0.2
H -4.389054 0.065779 3.133582 0.1 0.0 -0.3
H -6.199307 -0.830464 1.298885 0.3 0.1 -0.1
H -5.909827 0.659199 -0.966915 0.3 -0.1 0.2
H 0.389032 -2.487994 0.422310 0.0 0.2 0.3
H 2.440009 -3.700093 1.068396 -0.2 0.3 0.2
C 2.786594 0.685941 -4.235176 -0.1 0.1 0.2
N 1.568440 1.083470 -3.554448 0.1 0.0 0.1
C 0.422258 1.016179 -4.441546 0.0 0.0 0.1
C 1.683446 2.332417 -2.797410 0.1 -0.1 -0.3
C 0.856180 2.338289 -1.498054 -0.1 -0.9 -0.2
C 1.381469 3.383458 -0.499759 0.0 0.1 0.1
C 1.876835 2.597682 0.734484 -0.4 -0.4 0.1
C 1.893922 1.127530 0.286279 0.6 0.0 -0.4
N 0.897728 1.052994 -0.773956 0.3 0.7 -0.1
H 3.598843 0.587015 -3.504200 -0.1 0.0 -0.2
H 2.612567 -0.284316 -4.716909 0.2 0.2 0.1
H 3.099104 1.408817 -5.012095 0.0 -0.1 0.0
H -0.502984 1.211802 -3.883140 0.2 -0.1 -0.2
H 0.493653 1.734707 -5.282442 0.0 0.0 0.1
H 0.382629 0.004639 -4.866731 -0.2 0.2 0.1
H 2.748675 2.478545 -2.550273 -0.3 0.0 -0.1
H 1.344238 3.194710 -3.415638 0.3 -0.2 0.2
H -0.190190 2.540698 -1.785191 0.2 0.0 0.2
H 2.211760 3.960721 -0.926002 -0.2 0.0 -0.1
H 0.579989 4.076646 -0.231851 0.2 0.0 0.0
H 2.865808 2.915434 1.076919 -0.2 0.0 0.0
H 1.166678 2.704888 1.561744 0.1 0.1 -0.1
H 2.908260 0.863474 -0.082660 -0.2 0.1 0.1
H 1.639234 0.430999 1.084615 0.1 0.1 0.0
H 1.033346 0.257659 -1.399636 -0.1 0.4 0.2
```
Positions in Å, forces in eV/Å.

***

[3]
Molecular formula: C25H33HgN2P2
Method: DFT, ωB97M-V/def2-TZVPD

Output
relative energy (zero: lowest compared OMol25 entry of this formula, charge and spin)	0.00	kJ/mol
LUMO energy (alpha / beta)	0.58 / -1.08	eV
DFT total energy	-1918.0291	hartree
Kohn-Sham gap (alpha / beta)	7.37 / 6.17	eV
<S²>	0.755
multiplicity	2

XYZ file:
```
63
Properties=species:S:1:pos:R:3:forces:R:3
Hg -0.517460 -0.978506 -0.174098 0.1 0.1 0.1
C 0.407495 -1.040259 -3.619364 0.0 -0.1 0.1
C 1.207740 -2.255864 -3.129552 0.0 0.2 0.0
C 2.628538 -1.845886 -2.824977 -0.1 -0.1 0.0
C 3.548577 -1.855387 -3.866709 0.1 0.0 0.0
C 4.837745 -1.383296 -3.688911 -0.1 0.0 0.1
C 5.192119 -0.863468 -2.453947 0.0 -0.1 -0.1
C 4.308181 -0.851476 -1.378866 0.1 0.1 0.1
C 4.765763 -0.167129 -0.102408 -0.2 0.2 -0.1
C 3.941396 1.082829 0.239918 0.1 -0.1 0.0
C 3.013962 -1.385412 -1.555417 0.2 -0.2 -0.3
N 2.082075 -1.385876 -0.502733 -0.3 0.4 0.2
C 2.427924 -1.791529 0.667983 0.2 -0.4 -0.1
C 1.708138 -1.516295 1.866926 0.2 -0.1 0.2
C 2.084398 -1.803657 3.186463 0.0 -0.1 -0.1
C 1.111123 -1.228109 4.008851 -0.1 0.1 -0.1
C 0.182496 -0.624510 3.149611 0.2 0.0 0.2
N 0.567368 -0.771648 1.871348 -0.6 0.1 -0.4
H -0.616130 -1.317342 -3.883948 0.0 0.0 0.0
H 0.887625 -0.597532 -4.493788 0.0 0.0 0.0
H 0.367102 -0.274110 -2.840699 0.0 0.0 0.0
H 1.212739 -3.018628 -3.909148 0.0 -0.1 0.0
H 0.731894 -2.683677 -2.247037 0.0 -0.1 0.0
H 3.242469 -2.239437 -4.834868 0.0 0.0 0.0
H 5.552527 -1.403939 -4.502343 0.0 0.0 0.0
H 6.187170 -0.454741 -2.316632 0.0 0.0 0.0
H 5.803163 0.135770 -0.247244 0.0 0.0 0.0
H 4.762661 -0.846061 0.750045 0.0 0.0 0.0
H 3.897180 1.755427 -0.619235 0.0 0.0 0.0
H 4.403518 1.614690 1.073346 0.0 0.0 0.0
H 2.921225 0.826393 0.527361 0.0 0.0 0.0
H 3.330367 -2.397150 0.797214 0.1 0.2 0.0
H 2.970542 -2.342773 3.493145 -0.1 0.0 0.0
H 1.079512 -1.225384 5.088226 0.0 0.0 -0.1
H -0.710932 -0.070713 3.407158 0.0 0.0 0.0
C -5.248870 0.043186 -0.967124 0.2 -0.1 0.0
P -3.703241 -0.559554 -0.152818 -0.1 -0.1 0.1
C -4.393914 -2.031286 0.712335 0.0 0.1 0.0
C -3.588709 0.666488 1.221857 0.2 0.2 0.0
C -4.479440 0.620886 2.297741 0.1 0.0 -0.1
C -4.417153 1.554899 3.316925 -0.1 0.0 0.0
C -3.448817 2.547592 3.286817 0.0 0.1 0.0
C -2.555699 2.609346 2.231225 0.0 -0.1 0.0
C -2.610282 1.685173 1.185607 -0.3 -0.3 -0.1
P -1.487880 1.838536 -0.269675 0.2 0.3 0.3
C 0.047189 2.466809 0.531944 -0.1 -0.1 -0.1
C -2.140524 3.411893 -0.979165 0.0 -0.2 -0.1
H -6.021792 0.233253 -0.220447 0.0 0.0 -0.1
H -5.590151 -0.726159 -1.661743 0.0 0.1 0.0
H -5.049394 0.956062 -1.528263 0.0 0.0 0.0
H -5.413747 -1.875770 1.068376 0.0 0.0 0.0
H -3.745563 -2.295209 1.548629 0.0 0.0 0.0
H -4.396487 -2.863270 0.007723 0.0 0.0 0.0
H -5.237228 -0.151982 2.337996 0.0 0.0 0.0
H -5.128974 1.513242 4.132357 0.0 0.0 0.0
H -3.398228 3.283067 4.080418 0.0 0.0 0.0
H -1.811487 3.395932 2.223332 0.0 0.0 0.0
H -0.072930 3.465399 0.953573 0.0 0.0 0.0
H 0.846503 2.491903 -0.210643 0.0 0.0 0.0
H 0.338258 1.758792 1.310230 0.0 0.1 0.0
H -2.212018 4.181872 -0.209769 0.0 0.0 0.0
H -3.127600 3.238470 -1.408584 0.0 0.0 0.0
H -1.472061 3.745109 -1.774495 0.0 0.0 0.0
```
Positions in Å, forces in eV/Å.

***

[4]
Molecular formula: C25H33MnO6
Method: DFT, ωB97M-V/def2-TZVPD

Output
relative energy (zero: lowest compared OMol25 entry of this formula, charge and spin)	0.00	kJ/mol
LUMO energy (alpha / beta)	2.25 / 2.25	eV
DFT total energy	-2574.7284	hartree
Kohn-Sham gap (alpha / beta)	3.58 / 4.24	eV
<S²>	3.918
multiplicity	4
charge	-1

XYZ file:
```
65
Properties=species:S:1:pos:R:3:forces:R:3
C 0.329449 -0.565211 -3.441103 -0.1 -0.3 -0.9
C 0.027310 -1.175524 -2.055994 0.5 0.2 -0.4
C -0.090355 0.926614 -3.378329 0.1 -0.2 -0.1
C -1.051744 0.981611 -2.180361 -0.2 -0.1 0.4
H -0.616156 1.184537 -4.308762 0.4 0.0 0.3
H 0.789642 1.579960 -3.269674 -0.4 -0.3 0.0
C -1.251710 -0.451837 -1.638993 0.5 -0.1 -0.5
H 0.872700 -0.923907 -1.397680 -0.3 -0.1 -0.1
H -0.060578 -2.265198 -2.133629 0.0 0.3 0.2
C -1.462872 -0.275345 -0.158024 -0.2 0.5 0.6
H -2.110432 -0.957150 -2.098161 0.0 0.1 0.0
H -2.034236 1.359960 -2.509550 0.5 0.1 0.2
C -0.571182 1.788782 -0.927245 -0.4 -0.6 1.0
C 1.745677 -0.803772 -3.920525 1.1 -0.4 1.8
C -0.450723 -1.250403 -4.562342 -1.4 0.6 -0.7
O -1.082027 -0.688195 -5.442096 0.6 -0.6 1.0
O 2.678357 -1.075376 -3.178110 -1.1 0.5 -1.2
O 1.849137 -0.756069 -5.261295 0.4 0.1 0.6
O -0.346080 -2.589237 -4.511794 -0.1 0.3 -0.1
C -0.936037 -3.209687 -5.655155 0.0 -0.3 -0.1
H -0.783576 -4.274637 -5.505643 0.0 0.0 -0.1
H -0.422461 -2.856617 -6.554191 -0.1 -0.1 0.1
H -2.001208 -2.968963 -5.733608 0.2 -0.1 0.1
C 3.153861 -1.124159 -5.691044 0.4 -0.1 -0.4
H 3.923222 -0.557704 -5.159880 -0.2 -0.1 -0.1
H 3.165262 -0.905817 -6.752658 0.1 0.0 -0.1
H 3.317117 -2.191621 -5.511818 0.0 0.2 0.0
O -0.750345 0.888447 0.284087 -0.1 0.3 -2.6
H -1.109259 -1.118505 0.445316 -0.1 0.2 -0.2
H -2.540913 -0.114170 0.031605 0.2 -0.2 0.1
C -1.495676 2.991775 -0.831280 0.0 0.2 0.2
C 0.889221 2.231008 -0.909013 -0.1 0.0 0.1
H 1.074320 2.915196 -1.753116 0.1 -0.2 0.3
H 1.574170 1.372136 -0.957316 -0.2 0.2 -0.1
H 1.081943 2.759209 0.034415 -0.1 -0.2 -0.2
H -1.355241 3.530878 0.107274 0.0 -0.1 0.0
H -2.544057 2.680518 -0.936657 0.2 0.1 0.2
H -1.265034 3.665678 -1.669660 -0.1 -0.1 0.2
Mn -0.033219 -0.202489 3.593442 -0.2 4.1 -1.6
C -1.650946 0.037863 4.947809 -0.7 -0.5 0.6
C -2.106348 0.211439 3.588459 -0.8 -0.7 -0.1
C -1.941684 -1.043212 2.913740 -0.8 -0.4 0.4
H -2.624258 1.084374 3.188693 0.4 -0.3 0.1
C -1.303914 -1.950902 3.808705 -1.7 -0.6 0.5
C -1.176642 -1.296673 5.079131 -1.9 -0.6 0.2
H -0.847769 -1.750901 6.020121 0.1 0.3 -0.6
H -1.780029 0.739613 5.773724 0.2 -0.3 -0.4
H -2.357761 -1.300291 1.939807 0.4 0.2 0.4
H -1.028219 -2.986449 3.576427 -0.1 0.6 0.1
C 1.834332 0.628468 4.220080 1.5 -1.2 0.5
C 1.445639 -0.367333 5.178099 2.1 -0.1 0.0
C 1.399595 -1.625412 4.503123 1.5 0.0 0.3
H 1.297049 -0.174889 6.245743 -0.1 -0.2 -0.5
C 1.695559 -1.420166 3.115727 0.9 -0.1 0.2
C 1.987355 -0.025722 2.938252 0.9 -0.4 0.7
H 2.356933 0.444631 2.027338 -0.5 -0.1 0.3
H 2.187253 1.618017 4.505514 -0.3 -0.2 -0.3
H 1.240589 -2.594660 4.984191 -0.3 0.5 -0.3
H 1.764998 -2.193467 2.345146 0.0 0.3 0.4
C -0.219402 2.841001 4.511808 -0.2 1.5 0.6
C 0.118889 1.986175 3.353461 -0.8 -3.2 -0.7
O 0.465560 2.374543 2.259503 0.1 1.3 0.3
H 0.632872 2.851477 5.204421 -0.2 0.0 -0.1
H -1.079201 2.488580 5.089896 0.2 0.0 -0.4
H -0.416746 3.869161 4.179654 0.1 0.1 0.1
```
Positions in Å, forces in eV/Å.